Record 1
{"formula": "C5H4O2Sm", "method": "the ωB97M-V functional and the def2-TZVPD basis", "largest_force_ha_per_bohr": 0.04124, "s_squared": 12.01, "spin_multiplicity": 7, "e_above_lowest_kcal_mol": 0.00, "e_homo_ev": [-14.996, -15.160], "lumo_energy_ha": [-0.3035, -0.3035], "total_charge": 2, "elements": ["O", "C", "C", "C", "C", "H", "H", "H", "C", "O", "Sm", "H"], "xyz": [[-1.794, 1.894, -1.350], [-1.944, 0.779, -1.304], [-2.146, -0.589, -1.257], [-1.105, -1.371, -0.916], [-0.045, -2.109, -1.006], [-3.171, -0.943, -1.415], [0.325, -2.440, -1.981], [0.337, -2.633, -0.124], [-2.111, -2.003, 2.655], [-3.185, -1.517, 2.223], [-3.526, -1.422, 4.602], [-1.596, -2.737, 1.990]], "nbo_charge": [-0.22, 0.92, -0.54, 0.29, -0.38, 0.33, 0.32, 0.29, -0.13, -0.73, 1.75, 0.12]}

=====

Record 2
{"formula": "C27H55GeI2N3OPRuSSe4Si3Te", "method": "the ωB97M-V functional and the def2-TZVPD basis", "largest_force_ha_per_bohr": 0.01425, "s_squared": 6.05, "spin_multiplicity": 5, "e_above_lowest_kcal_mol": 4.01, "e_homo_ev": [-4.624, -4.687], "lumo_energy_ha": [0.0374, 0.0113], "total_charge": -1, "elements": ["Ru", "Se", "Se", "Se", "Se", "I", "I", "C", "Si", "C", "C", "Ge", "Si", "C", "C", "C", "Si", "C", "C", "C", "H", "H", "H", "H", "H", "H", "H", "H", "H", "H", "H", "H", "H", "H", "H", "H", "H", "H", "H", "H", "H", "H", "H", "H", "H", "H", "H", "C", "N", "C", "P", "O", "N", "C", "C", "N", "C", "C", "H", "H", "H", "H", "H", "H", "H", "H", "H", "H", "H", "H", "H", "H", "H", "H", "H", "H", "Te", "C", "C", "C", "C", "C", "C", "H", "H", "H", "H", "H", "S", "C", "C", "C", "C", "C", "C", "H", "H", "H", "H", "H"], "xyz": [[-0.200, 0.743, -0.961], [-3.737, 2.070, -2.427], [-5.413, 2.850, -1.232], [-3.967, -0.319, 0.415], [-2.477, 0.922, -0.687], [1.192, 3.824, -0.417], [0.418, 6.586, 0.535], [2.837, -1.889, -2.224], [1.883, -2.603, -0.767], [2.709, -2.270, 0.900], [2.026, -4.467, -1.038], [-0.341, -1.708, -0.568], [-1.233, -2.817, 1.389], [-3.017, -3.423, 1.293], [-0.287, -4.419, 1.697], [-1.017, -1.732, 2.894], [-1.474, -2.833, -2.358], [-3.289, -2.399, -2.556], [-0.518, -2.571, -3.955], [-1.465, -4.687, -2.012], [3.912, -2.023, -2.091], [2.645, -0.833, -2.410], [2.550, -2.435, -3.122], [3.775, -2.504, 0.898], [2.240, -2.899, 1.653], [2.577, -1.241, 1.226], [3.070, -4.748, -0.889], [1.760, -4.736, -2.057], [1.424, -5.058, -0.363], [-3.363, -3.577, 0.275], [-3.691, -2.714, 1.762], [-3.090, -4.375, 1.823], [-0.455, -5.140, 0.902], [-0.679, -4.852, 2.618], [0.782, -4.288, 1.818], [-1.406, -0.736, 2.692], [0.043, -1.628, 3.133], [-1.528, -2.153, 3.762], [-3.484, -1.332, -2.598], [-3.871, -2.771, -1.715], [-3.670, -2.860, -3.471], [-0.175, -1.540, -4.062], [-1.118, -2.815, -4.832], [0.363, -3.214, -3.961], [-2.067, -4.943, -1.143], [-0.462, -5.064, -1.846], [-1.883, -5.213, -2.871], [-1.949, 4.573, 3.492], [-1.499, 3.652, 2.471], [-2.125, 3.905, 1.180], [-0.571, 2.318, 2.755], [-0.555, 1.428, 1.561], [-1.231, 1.715, 4.159], [-0.481, 0.996, 5.166], [-2.658, 1.463, 4.227], [0.967, 2.700, 3.198], [2.123, 2.052, 2.617], [1.271, 3.846, 4.027], [-3.033, 4.696, 3.421], [-1.485, 5.553, 3.361], [-1.727, 4.198, 4.489], [-3.176, 3.598, 1.191], [-1.607, 3.362, 0.394], [-2.057, 4.972, 0.950], [0.581, 1.204, 5.066], [-0.636, -0.086, 5.085], [-0.804, 1.313, 6.163], [-3.169, 1.900, 3.373], [-3.080, 1.887, 5.143], [-2.861, 0.389, 4.216], [1.808, 1.263, 1.936], [2.743, 1.620, 3.411], [2.727, 2.768, 2.057], [0.441, 4.088, 4.686], [1.506, 4.728, 3.423], [2.133, 3.616, 4.659], [-0.188, 2.120, -3.322], [-1.082, 1.137, -4.981], [-0.695, 1.595, -6.240], [-1.243, 1.054, -7.391], [-2.186, 0.040, -7.312], [-2.569, -0.427, -6.065], [-2.019, 0.120, -4.916], [0.042, 2.384, -6.320], [-0.930, 1.427, -8.358], [-2.611, -0.384, -8.210], [-3.299, -1.221, -5.980], [-2.315, -0.270, -3.957], [2.188, 1.563, -1.064], [3.797, 1.595, -0.276], [4.408, 2.809, 0.024], [5.699, 2.833, 0.524], [6.405, 1.657, 0.723], [5.807, 0.451, 0.397], [4.515, 0.421, -0.102], [3.876, 3.738, -0.128], [6.152, 3.786, 0.760], [7.411, 1.683, 1.117], [6.344, -0.480, 0.527], [4.073, -0.513, -0.376]], "mulliken_charge": [1.10, 0.06, -0.27, -0.36, -0.74, 0.13, -0.58, -1.07, 0.51, -0.94, -1.39, 0.56, 0.28, -1.05, -1.17, -0.63, 0.12, -0.80, -1.08, -0.88, 0.43, 0.19, 0.38, 0.51, 0.26, -0.02, 0.39, 0.36, 0.35, 0.09, 0.34, 0.46, 0.25, 0.42, 0.28, -0.43, 0.35, 0.56, 0.05, 0.23, 0.42, 0.23, 0.39, 0.34, 0.17, 0.21, 0.42, -1.33, 1.25, -0.53, -1.65, 1.45, 0.34, -0.87, -0.96, 1.19, -0.97, -1.07, 0.40, 0.22, 0.45, 0.25, -0.34, 0.20, 0.23, 0.16, 0.33, 0.24, 0.28, 0.33, -0.15, 0.25, 0.44, 0.32, 0.16, 0.39, 0.10, -0.15, -0.51, -0.61, -0.51, -0.52, -0.23, 0.37, 0.36, 0.37, 0.44, 0.42, -0.51, 0.90, -0.75, -0.70, -0.59, -0.70, -0.15, 0.43, 0.40, 0.36, 0.40, -0.08]}

=====

Record 3
{"formula": "C48H131N5O29", "method": "the ωB97M-V functional and the def2-TZVPD basis", "largest_force_ha_per_bohr": 0.06279, "e_homo_ev": -8.582, "lumo_energy_ha": 0.0073, "elements": ["C", "O", "C", "C", "N", "C", "C", "O", "C", "H", "H", "H", "H", "H", "H", "H", "H", "H", "H", "H", "H", "H", "H", "H", "C", "O", "C", "C", "N", "C", "C", "O", "C", "H", "H", "H", "H", "H", "H", "H", "H", "H", "H", "H", "H", "H", "H", "H", "C", "O", "C", "C", "N", "C", "C", "O", "C", "H", "H", "H", "H", "H", "H", "H", "H", "H", "H", "H", "H", "H", "H", "H", "C", "O", "C", "C", "N", "C", "C", "O", "C", "H", "H", "H", "H", "H", "H", "H", "H", "H", "H", "H", "H", "H", "H", "H", "C", "O", "C", "C", "N", "C", "C", "O", "C", "H", "H", "H", "H", "H", "H", "H", "H", "H", "H", "H", "H", "H", "H", "H", "C", "C", "O", "O", "H", "H", "H", "H", "H", "H", "C", "C", "O", "O", "H", "H", "H", "H", "H", "H", "C", "C", "O", "O", "H", "H", "H", "H", "H", "H", "C", "C", "O", "O", "H", "H", "H", "H", "H", "H", "C", "C", "O", "O", "H", "H", "H", "H", "H", "H", "C", "C", "O", "O", "H", "H", "H", "H", "H", "H", "C", "C", "O", "O", "H", "H", "H", "H", "H", "H", "C", "C", "O", "O", "H", "H", "H", "H", "H", "H", "C", "C", "O", "O", "H", "H", "H", "H", "H", "H", "O", "H", "H"], "xyz": [[2.025, -0.070, 2.159], [1.226, 0.233, 1.056], [0.908, -0.882, 0.265], [0.009, -0.419, -0.977], [-1.131, 0.343, -0.454], [-1.922, 1.070, -1.492], [-1.123, 2.015, -2.422], [-0.272, 2.856, -1.607], [-0.048, 4.054, -2.279], [1.457, -0.643, 2.892], [2.410, 0.849, 2.601], [2.924, -0.584, 1.817], [0.305, -1.555, 0.874], [1.815, -1.400, -0.048], [-0.259, -1.320, -1.529], [0.665, 0.217, -1.571], [-0.621, 1.001, 0.118], [-2.804, 1.568, -1.089], [-2.354, 0.228, -2.033], [-1.895, 2.588, -2.937], [-0.446, 1.572, -3.152], [0.546, 4.693, -1.627], [-0.970, 4.627, -2.385], [0.429, 3.951, -3.254], [-8.523, -5.817, 7.926], [-7.608, -6.878, 8.210], [-8.118, -8.189, 7.965], [-8.212, -8.500, 6.458], [-6.929, -8.611, 5.781], [-7.012, -9.012, 4.375], [-5.604, -9.095, 3.861], [-4.978, -7.874, 3.821], [-3.527, -7.725, 3.664], [-8.297, -5.010, 8.622], [-9.557, -6.004, 8.215], [-8.372, -5.488, 6.897], [-9.088, -8.286, 8.453], [-7.476, -8.907, 8.475], [-8.854, -7.781, 5.949], [-8.716, -9.456, 6.321], [-6.435, -7.736, 5.888], [-7.774, -8.530, 3.762], [-7.344, -10.046, 4.473], [-5.634, -9.451, 2.831], [-5.054, -9.819, 4.463], [-3.276, -6.665, 3.621], [-3.198, -8.246, 2.765], [-3.059, -8.217, 4.517], [1.832, -2.116, -6.220], [2.333, -2.777, -4.996], [3.568, -3.560, -5.088], [3.738, -4.382, -3.749], [2.466, -5.187, -3.475], [2.522, -6.416, -4.190], [1.313, -7.348, -3.820], [0.081, -6.798, -4.342], [-1.032, -7.668, -4.106], [2.470, -1.323, -6.609], [0.813, -1.744, -6.110], [1.638, -2.829, -7.021], [4.414, -2.886, -5.221], [3.594, -4.231, -5.946], [3.967, -3.634, -2.989], [4.661, -4.958, -3.684], [1.880, -4.558, -4.005], [3.422, -6.934, -3.862], [2.590, -6.417, -5.278], [1.205, -7.386, -2.736], [1.527, -8.352, -4.188], [-1.002, -8.653, -4.571], [-1.885, -7.100, -4.477], [-1.296, -7.680, -3.049], [-2.255, 2.296, 7.585], [-1.881, 2.685, 6.250], [-0.958, 3.817, 6.185], [-0.914, 4.281, 4.722], [-2.206, 4.757, 4.291], [-2.253, 4.869, 2.836], [-3.682, 5.137, 2.392], [-4.706, 4.216, 2.836], [-6.002, 4.562, 2.343], [-1.310, 1.999, 8.039], [-2.869, 1.400, 7.668], [-2.646, 3.123, 8.178], [0.051, 3.530, 6.481], [-1.287, 4.673, 6.773], [-0.542, 3.477, 4.086], [-0.181, 5.072, 4.564], [-2.918, 4.090, 4.550], [-1.893, 3.980, 2.319], [-1.618, 5.687, 2.495], [-3.679, 5.137, 1.302], [-4.048, 6.155, 2.518], [-6.075, 4.829, 1.288], [-6.426, 5.379, 2.927], [-6.541, 3.643, 2.573], [6.284, 4.366, 2.867], [6.133, 3.499, 1.768], [5.303, 4.028, 0.710], [5.485, 3.206, -0.598], [4.664, 3.664, -1.735], [5.021, 2.992, -2.942], [6.472, 3.026, -3.485], [7.366, 1.936, -3.116], [8.690, 2.177, -3.613], [7.220, 4.324, 3.425], [5.509, 4.292, 3.630], [6.118, 5.426, 2.671], [5.496, 5.097, 0.620], [4.296, 3.791, 1.051], [5.219, 2.176, -0.359], [6.537, 3.180, -0.879], [3.666, 3.656, -1.581], [4.434, 3.344, -3.789], [4.842, 1.921, -2.843], [6.960, 3.941, -3.148], [6.494, 3.092, -4.573], [9.091, 3.122, -3.246], [8.758, 2.173, -4.700], [9.396, 1.419, -3.272], [8.189, -1.505, 1.364], [8.920, -0.526, 2.232], [8.114, -0.302, 3.387], [8.513, -2.815, 1.861], [8.474, -1.433, 0.314], [7.113, -1.332, 1.336], [9.013, 0.434, 1.723], [9.956, -0.806, 2.419], [7.590, 0.485, 3.223], [8.117, -2.853, 2.735], [4.743, -7.771, 1.142], [4.829, -9.302, 1.177], [4.156, -9.966, 0.054], [3.383, -7.316, 1.044], [5.315, -7.441, 0.275], [5.311, -7.373, 1.983], [4.373, -9.526, 2.141], [5.871, -9.592, 1.311], [4.006, -10.895, 0.246], [3.374, -6.992, 0.140], [8.096, -3.229, 7.750], [6.884, -4.031, 7.377], [6.594, -3.978, 5.975], [7.869, -1.818, 7.719], [8.822, -3.445, 6.966], [8.321, -3.563, 8.763], [6.063, -3.642, 7.979], [6.976, -5.098, 7.582], [5.733, -4.402, 5.995], [7.839, -1.668, 6.771], [1.575, 12.711, -1.710], [1.187, 11.254, -1.776], [2.032, 10.483, -0.950], [1.335, 13.334, -0.470], [0.976, 13.249, -2.444], [2.638, 12.863, -1.898], [1.415, 10.952, -2.798], [0.132, 11.160, -1.516], [1.970, 10.925, -0.100], [2.085, 13.930, -0.412], [-3.744, 3.326, -8.904], [-5.189, 3.143, -8.428], [-5.960, 4.252, -8.799], [-3.065, 4.199, -8.053], [-3.572, 3.769, -9.885], [-3.255, 2.351, -8.876], [-5.219, 3.075, -7.341], [-5.595, 2.183, -8.745], [-5.382, 4.997, -8.616], [-3.091, 5.093, -8.402], [-6.125, 8.428, -4.958], [-6.075, 8.966, -6.411], [-5.160, 8.253, -7.202], [-4.891, 8.730, -4.295], [-6.258, 7.346, -4.924], [-6.869, 8.961, -4.366], [-5.957, 10.046, -6.499], [-7.099, 8.773, -6.733], [-4.351, 8.696, -6.937], [-5.016, 9.512, -3.752], [-5.795, 0.256, 4.837], [-4.556, 0.298, 3.924], [-4.995, -0.120, 2.609], [-6.375, -1.041, 4.769], [-6.559, 0.962, 4.510], [-5.530, 0.389, 5.886], [-3.758, -0.420, 4.112], [-4.005, 1.238, 3.949], [-4.159, -0.208, 2.145], [-6.318, -1.181, 3.821], [-7.224, -3.605, -1.127], [-6.566, -4.701, -0.303], [-7.067, -4.744, 1.000], [-8.570, -3.802, -1.609], [-6.662, -3.475, -2.053], [-7.135, -2.645, -0.619], [-5.488, -4.547, -0.264], [-6.829, -5.544, -0.942], [-6.543, -5.256, 1.620], [-8.700, -4.748, -1.706], [3.848, 6.596, -7.936], [3.739, 5.250, -8.681], [2.522, 4.690, -8.179], [2.852, 7.613, -8.189], [4.838, 7.017, -8.116], [3.874, 6.418, -6.861], [4.482, 4.459, -8.580], [3.576, 5.431, -9.744], [1.803, 5.290, -8.391], [2.922, 7.761, -9.134], [2.406, -5.773, 4.794], [2.246, -5.938, 3.865], [2.032, -6.532, 5.241]], "mulliken_charge": [-0.82, -0.17, -0.84, -0.57, -0.26, -0.98, -0.49, -0.13, -0.91, 0.30, 0.22, 0.30, 0.34, 0.49, 0.45, 0.27, 0.28, 0.35, 0.41, 0.45, 0.38, 0.25, 0.35, 0.32, -0.71, -0.37, -0.60, -0.65, -0.27, -0.62, -0.62, -0.27, -0.74, 0.26, 0.33, 0.25, 0.41, 0.31, 0.35, 0.43, 0.24, 0.38, 0.32, 0.39, 0.35, 0.23, 0.30, 0.31, -0.83, -0.29, -0.55, -0.77, -0.29, -0.59, -0.60, -0.27, -0.80, 0.31, 0.28, 0.31, 0.44, 0.34, 0.30, 0.39, 0.31, 0.46, 0.28, 0.30, 0.40, 0.29, 0.26, 0.33, -0.84, -0.20, -0.74, -0.55, -0.40, -0.36, -0.80, -0.24, -0.75, 0.34, 0.23, 0.34, 0.45, 0.37, 0.28, 0.41, 0.30, 0.18, 0.31, 0.43, 0.45, 0.31, 0.33, 0.17, -0.85, -0.21, -0.59, -0.53, -0.28, -0.60, -0.82, -0.28, -0.79, 0.27, 0.34, 0.32, 0.42, 0.23, 0.24, 0.30, 0.22, 0.48, 0.30, 0.40, 0.55, 0.33, 0.31, 0.26, -0.18, -0.36, -0.47, -0.54, 0.31, 0.18, 0.27, 0.22, 0.27, 0.30, -0.42, -0.34, -0.51, -0.47, 0.27, 0.29, 0.28, 0.32, 0.29, 0.29, -0.50, -0.38, -0.47, -0.52, 0.29, 0.33, 0.31, 0.35, 0.28, 0.32, -0.46, -0.35, -0.50, -0.50, 0.25, 0.35, 0.30, 0.27, 0.31, 0.34, -0.51, -0.20, -0.50, -0.52, 0.32, 0.27, 0.23, 0.33, 0.27, 0.31, -0.35, -0.41, -0.46, -0.53, 0.21, 0.35, 0.30, 0.30, 0.29, 0.30, -0.36, -0.11, -0.58, -0.51, 0.21, 0.25, 0.31, 0.19, 0.26, 0.32, -0.48, -0.29, -0.48, -0.50, 0.30, 0.31, 0.30, 0.26, 0.28, 0.30, -0.41, -0.35, -0.50, -0.50, 0.32, 0.25, 0.30, 0.25, 0.32, 0.31, -0.63, 0.32, 0.31]}

=====

Record 4
{"formula": "C21H17N3O4S", "method": "the ωB97M-V functional and the def2-TZVPD basis", "largest_force_ha_per_bohr": 0.35494, "e_above_lowest_kcal_mol": 329.65, "e_homo_ev": -7.828, "lumo_energy_ha": -0.0106, "elements": ["C", "C", "O", "N", "C", "C", "C", "C", "C", "C", "H", "H", "S", "O", "O", "N", "C", "C", "C", "C", "C", "C", "H", "H", "H", "C", "N", "C", "C", "C", "C", "C", "C", "O", "H", "H", "H", "H", "H", "H", "H", "H", "H", "H", "H", "H"], "xyz": [[-2.549, 4.233, -3.195], [-1.481, 3.222, -2.914], [-1.168, 2.166, -3.565], [-0.834, 3.571, -1.659], [0.283, 2.990, -1.043], [0.893, 1.906, -1.345], [1.788, 1.350, -0.476], [2.134, 1.533, 0.633], [1.471, 2.636, 1.192], [0.426, 3.373, 0.378], [-0.106, 4.018, 0.939], [1.714, 2.895, 2.252], [3.249, 0.804, 1.590], [4.013, 1.499, 2.427], [3.772, -0.474, 0.938], [2.120, 0.227, 3.119], [1.266, -0.775, 2.772], [0.495, -0.916, 1.734], [-0.419, -2.190, 1.388], [-0.546, -3.067, 2.527], [0.385, -3.026, 3.536], [1.133, -1.972, 3.982], [1.714, -2.000, 4.745], [0.129, -3.753, 4.480], [-1.029, -4.139, 2.155], [-1.197, -2.072, 0.186], [-1.062, -0.923, -0.711], [-1.999, -1.635, -1.623], [-2.331, -0.779, -2.712], [-3.308, -1.463, -3.603], [-3.793, -2.868, -3.235], [-3.338, -3.389, -2.113], [-2.570, -2.742, -1.252], [-1.935, -2.947, -0.099], [-3.838, -4.249, -1.746], [-4.609, -3.400, -3.820], [-3.452, -1.157, -4.678], [-2.068, 0.162, -2.942], [0.555, -0.265, 0.962], [2.653, 0.072, 4.054], [2.208, 0.430, -0.945], [0.590, 1.490, -2.112], [-1.155, 4.419, -1.048], [-2.009, 5.361, -3.257], [-2.724, 3.852, -4.145], [-3.364, 4.225, -2.633]], "nbo_charge": [-0.69, 0.70, -0.60, -0.63, 0.23, -0.24, -0.08, -0.51, -0.10, -0.24, 0.21, 0.24, 2.32, -0.90, -0.87, -0.86, 0.20, -0.29, -0.03, -0.22, -0.24, -0.16, 0.18, 0.20, 0.22, 0.50, -0.47, 0.08, -0.17, -0.21, -0.22, -0.24, 0.15, -0.36, 0.22, 0.23, 0.21, 0.23, 0.21, 0.41, 0.24, 0.23, 0.41, 0.23, 0.25, 0.23]}